(1)
A gas-phase ion, C3H4NO5 (charge -1), computed with ωB97M-V with the def2-TZVPD basis set.

```
13
Properties=species:S:1:pos:R:3:lowdin_charge:R:1
C 1.6245 0.9641 0.1368 0.000
C 1.3731 -0.4917 -0.0102 -0.567
O 2.1742 -1.3428 0.2848 0.020
N 0.1059 -0.7231 -0.3381 -0.143
O -0.5124 -2.0196 -0.4917 0.035
O -0.8219 0.1736 -0.7532 -0.108
C -2.2780 0.4220 0.1260 -0.663
O -2.7080 1.3420 -0.4880 0.054
O -2.5981 -0.3623 0.9567 0.063
H 2.1989 1.1182 1.1159 0.109
H 0.6139 1.3634 0.1901 0.072
H 2.1946 1.4104 -0.6444 0.064
H -1.3667 -1.8543 -0.0847 0.063
```

Output
- LUMO: 3.95 eV
- HOMO level: -0.1644 hartree
- Multiplicity: 1
- Net charge: -1
- SMILES: CC(=O)N(O)OC(=O)[O-]
- Energy relative to the best compared isomer or geometry (same formula, charge and spin): 322.5 kJ/mol
- Frontier orbital gap: 8.429 eV

(2)
C3H4NOP in the gas phase, computed with ωB97M-V with the def2-TZVPD basis set.

```
10
Properties=species:S:1:pos:R:3:lowdin_charge:R:1
C -0.6685 -1.2555 1.4558 -0.424
C 0.6854 -0.0967 -1.4125 -0.135
C -0.9451 0.1025 1.4151 -0.240
N -0.3297 -2.3641 1.3031 0.114
O 0.1226 2.2519 0.0147 -0.368
P -0.0076 0.7680 0.0988 0.850
H 0.2433 0.5999 -2.1461 0.055
H 1.7309 0.1679 -1.3265 0.048
H 0.3251 -1.1048 -1.4761 0.039
H -1.1563 0.9310 2.0737 0.060
```

Output
- LUMO: -0.53 eV
- HOMO level: -0.3428 hartree
- Multiplicity: 1
- Net charge: 0
- Energy relative to the best compared isomer or geometry (same formula, charge and spin): 44.6 kJ/mol
- Frontier orbital gap: 8.798 eV

(3)
2 unconnected molecules or ions with the total composition C3H4NOS, computed with ωB97M-V with the def2-TZVPD basis set.

```
10
Properties=species:S:1:pos:R:3:lowdin_charge:R:1
C -2.2360 -0.7086 1.2319 0.231
C 1.2015 0.6119 0.2967 -0.357
C 1.2326 -0.0086 -0.9788 0.155
N -1.9439 -0.4425 0.0944 -0.540
O 0.4963 0.4597 1.2366 0.112
S -1.6178 -0.1163 -1.3898 0.880
H -2.2743 -0.5211 2.2607 0.108
H 2.1085 1.2929 0.2096 0.158
H 1.8282 0.5763 -1.7620 0.128
H 1.2048 -1.1437 -1.1995 0.125
```

Output
- LUMO (alpha / beta): -7.86 / -7.86 eV
- HOMO level (alpha / beta): -0.5280 / -0.5280 hartree
- Multiplicity: 1
- Net charge: +1
- Energy relative to the best compared isomer or geometry (same formula, charge and spin): 339.7 kJ/mol
- Frontier orbital gap (alpha / beta): 6.508 / 6.506 eV

(4)
C3H4NP in the gas phase, computed with ωB97M-V with the def2-TZVPD basis set.

```
9
Properties=species:S:1:pos:R:3:lowdin_charge:R:1
H -1.9932 0.8754 -0.5735 -0.118
P -1.2070 2.1078 -0.4230 0.900
C 0.2827 1.3698 0.1261 -0.664
C 0.4577 -0.1092 0.1278 -0.139
C 1.2933 2.1545 0.6376 -0.343
N 2.1594 2.8400 0.9285 0.172
H 0.5917 -0.3981 1.1605 0.088
H -0.4555 -0.5997 -0.0838 0.037
H 1.1915 -0.4885 -0.5056 0.067
```

Output
- LUMO: -1.14 eV
- HOMO level: -0.3539 hartree
- Multiplicity: 1
- Net charge: 0
- SMILES: [H]/P=C(\C)C#N
- Energy relative to the best compared isomer or geometry (same formula, charge and spin): 61.0 kJ/mol
- Frontier orbital gap: 8.492 eV